1.
Computed, not measured: C12H33F2N4O9S2V as an isolated structure, with ωB97M-V/def2-TZVPD.

Output
- Multiplicity: 2
- E_HOMO (spin up / spin down): -3.14 / -5.14 eV
- E_tot: -90158.520 eV
- Total charge: -1
- HOMO-LUMO gap (spin up / spin down): 5.346 / 7.378 eV

Each line ends with the Mulliken spin population.
Element x y z (Å)
H (-2.72, -2.43, 1.69)  0.000
H (3.76, -3.56, -1.35)  0.000
H (-1.46, 5.12, -0.28)  0.000
H (-1.44, 0.73, -0.27)  -0.004
C (3.90, -3.84, -4.07)  0.000
C (-3.79, 0.47, 0.07)  0.001
H (4.76, -3.85, -3.41)  0.000
N (1.27, -0.31, -0.66)  0.040
H (2.20, -1.81, -0.62)  -0.059
H (2.60, -5.85, -1.27)  0.000
O (2.20, 2.20, 0.11)  0.003
H (0.61, 4.18, 2.11)  0.000
V (0.21, -1.62, 0.58)  0.939
C (-0.34, 3.73, 1.82)  0.000
H (-2.45, 2.62, 2.19)  0.000
O (2.62, -4.26, -3.50)  0.000
C (-3.06, -1.39, 1.71)  0.001
O (1.85, 0.75, -3.03)  0.002
H (-3.83, 1.14, 0.92)  0.001
H (-4.67, 2.69, -1.56)  0.000
H (-1.53, 0.60, 1.27)  -0.001
H (4.11, -4.42, -4.96)  0.000
H (2.13, -2.29, -2.73)  -0.003
N (2.41, -2.68, -0.16)  0.024
N (-1.76, 1.95, 2.52)  0.000
H (-4.14, -1.47, 1.84)  0.000
H (3.30, -2.48, 0.27)  0.001
O (0.17, -1.91, 2.20)  0.010
C (2.47, -5.02, -0.56)  -0.001
N (-1.44, 0.02, 0.45)  -0.022
O (-3.29, 1.13, -1.13)  0.000
H (-2.76, -1.24, -0.52)  0.000
H (3.91, -2.83, -4.50)  0.000
H (-3.00, 2.84, -2.23)  0.000
H (-3.37, 2.94, -0.44)  0.000
H (-2.22, 1.51, 3.31)  0.000
C (-3.61, 2.49, -1.40)  0.000
H (-2.58, -0.93, 2.57)  0.002
C (2.13, -3.36, -2.54)  0.012
O (0.00, 1.70, -1.82)  0.006
O (-1.39, 4.66, 1.61)  0.000
C (-0.66, 2.75, 3.01)  0.000
H (-4.81, 0.09, -0.06)  0.000
S (0.91, 0.59, -1.94)  0.005
H (0.75, 1.19, 2.46)  0.008
H (-0.98, 3.08, 4.00)  0.000
C (-2.77, -0.60, 0.37)  0.002
H (3.12, -5.12, 0.31)  0.000
H (0.02, 5.82, 0.52)  0.000
H (1.43, -5.15, -0.27)  -0.002
C (0.54, 1.80, 3.34)  -0.007
H (0.20, 1.10, 4.11)  0.000
C (2.70, -3.69, -1.14)  0.012
C (-1.05, 5.63, 0.59)  0.000
H (-0.13, 3.23, 0.88)  0.000
H (1.06, -3.57, -2.54)  -0.001
F (-0.09, -0.55, -2.49)  0.001
H (-1.57, 6.58, 0.73)  0.000
H (1.47, 2.17, 3.75)  0.000
O (3.77, 0.43, -0.80)  0.001
S (2.49, 0.83, -0.22)  0.006
O (-0.72, -2.71, -0.17)  0.022
F (2.56, 0.18, 1.30)  0.001

---

2.
Computed, not measured: C12H33IN3O3 as an isolated structure, with ωB97M-V/def2-TZVPD.

Output
- Multiplicity: 1
- E_HOMO: -0.23 eV
- Energy above the lowest of the compared OMol25 structures with the same formula, charge and spin: 610.5 kcal/mol
- E_tot: -31667.994 eV
- Total charge: -1
- HOMO-LUMO gap: 3.098 eV

Each line ends with the natural charge from an NBO analysis.
Element x y z (Å)
H (-3.20, -0.41, -5.00)  0.158
C (2.39, 0.69, -0.91)  -0.108
N (2.40, -0.20, 0.22)  -0.749
H (-0.31, 0.74, 1.03)  0.397
H (-2.44, -0.53, 0.80)  0.216
H (3.13, -0.84, -2.38)  0.200
H (3.20, -0.81, 0.12)  0.344
H (-1.73, -1.29, -5.26)  0.176
H (-0.09, 2.22, 1.59)  0.344
H (-1.63, 0.15, -4.30)  0.169
C (-3.09, -1.65, -1.02)  -0.078
N (-2.12, -2.69, -0.67)  -0.884
H (1.49, -0.90, 3.57)  0.155
H (-1.54, 0.32, 2.70)  0.215
O (1.27, 2.16, 0.63)  -0.437
H (-3.21, 0.05, -2.23)  0.149
C (-2.54, -0.81, -2.16)  -0.097
H (0.24, 1.15, -0.67)  0.200
H (1.19, 4.29, 0.28)  0.206
H (-1.29, -2.37, -0.20)  0.318
H (3.31, 1.26, -0.84)  0.178
N (0.40, 1.36, 1.40)  -0.603
H (1.16, 1.46, 3.31)  0.179
H (2.29, 0.48, -3.05)  0.173
H (-0.82, 0.24, 4.31)  0.198
H (3.20, -2.32, 1.17)  0.182
H (0.47, -1.32, 2.08)  0.209
I (-0.06, -1.09, 0.13)  -0.472
C (3.29, -1.49, 1.87)  -0.334
H (1.21, 2.47, -1.41)  0.204
H (-1.18, 1.78, 3.55)  0.202
C (0.62, 3.49, 0.76)  -0.731
H (-0.39, 3.44, 0.35)  0.177
C (0.53, 0.80, 2.71)  -0.091
H (0.52, 3.73, 1.82)  0.194
H (1.68, -0.81, -0.15)  0.347
H (-4.05, -2.04, -1.35)  0.178
H (-4.02, -0.10, 0.12)  0.184
H (-1.54, -0.43, -1.95)  0.193
C (1.21, 1.65, -0.69)  -0.142
H (-1.84, -2.97, -1.60)  0.338
C (-3.33, -0.92, 0.30)  -0.620
H (1.36, -0.71, -2.20)  0.228
C (-0.80, 0.77, 3.36)  -0.684
H (-3.88, -1.50, 1.05)  0.210
C (2.30, -0.17, -2.17)  -0.661
O (2.31, -0.46, 1.68)  -0.529
H (3.19, -1.95, 2.85)  0.190
C (1.17, -0.63, 2.56)  -0.179
O (-2.44, -1.54, -3.40)  -0.561
C (-2.27, -0.71, -4.52)  -0.241
H (4.29, -1.04, 1.82)  0.189